This record from the OMol25 dataset describes CHF4NOS in the gas phase at a distorted geometry. The level of theory is the ωB97M-V functional and the def2-TZVPD basis.

Calculated values
LUMO level: 0.3 eV
ΔE to the lowest compared entry with this formula, charge and spin: 2.341 eV
HOMO-LUMO gap: 11.31 eV
E: -26292.9252 eV
SMILES: N=[S@](=O)(F)C(F)(F)F

Positions of all 9 atoms, in Å:
C (2.7443, 0.4208, -0.1332)
N (0.0510, 0.2111, 0.2892)
O (1.1094, -1.9195, -1.0313)
F (3.8132, -0.3358, -0.1980)
F (2.4978, 1.1487, -1.2025)
F (2.8816, 1.2665, 0.9308)
F (1.5868, -1.2620, 1.5225)
S (1.2359, -0.6779, 0.0454)
H (-0.8302, -0.1917, 0.3996)

Here are the Mulliken charges for atoms 1 to 2, given in e: 0.712 -0.557